# 1
A 5-piece molecular cluster, C25H56BFN6O7P overall in a non-equilibrium geometry, computed with the ωB97M-V functional and the def2-TZVPD basis.

The geometry in ORCA input format:
```
! wB97M-V def2-TZVPD RIJCOSX def2/J DEFGRID3
* xyz 1 1
C -5.6754 1.3283 2.5652
C -4.6586 1.4818 3.7467
B -3.6420 2.6272 3.4014
O -4.1222 3.9248 3.4105
C -2.0916 2.4110 3.0799
C -1.6795 0.9472 3.0660
N -0.4929 0.6915 2.1909
C 0.7667 1.3411 2.6511
C 1.6509 0.3923 3.4760
C 1.7311 0.8385 4.9259
F 2.6868 1.8206 5.0498
C -0.8758 0.9748 0.7803
P 0.4790 0.3820 -0.3976
C 0.0025 0.7434 -2.1283
C 0.2545 -1.4298 -0.2132
C -1.3485 2.3907 0.5321
C -2.6553 2.3185 -0.2622
O -0.3720 3.1126 -0.2561
N -0.7907 4.4631 -0.4947
O -0.7177 4.7366 -1.6219
C -1.6416 3.2126 1.8154
H -5.3688 1.9485 1.7285
H -5.7200 0.2935 2.2631
H -6.6479 1.6444 2.9064
H -4.1764 0.5427 3.9956
H -5.1847 1.8056 4.6381
H -4.3470 4.2279 2.5181
H -1.5739 2.8712 3.9198
H -2.4801 0.3483 2.6577
H -1.4455 0.6020 4.0658
H -0.3306 -0.3185 2.2347
H 1.3467 1.7458 1.8330
H 0.5286 2.1713 3.2998
H 1.2431 -0.6207 3.5031
H 2.6444 0.3311 3.0525
H 1.9436 0.0133 5.5990
H 0.7642 1.2384 5.2269
H -1.7216 0.3287 0.5834
H 0.5198 1.6338 -2.4439
H 0.3956 -0.0657 -2.7316
H -1.0609 0.7809 -2.3299
H -0.7773 -1.6869 -0.4452
H 0.4063 -1.7426 0.8134
H 0.8890 -1.9603 -0.9026
H -3.3557 1.6697 0.2527
H -3.1250 3.2932 -0.3331
H -2.5081 1.9306 -1.2635
H -2.3698 3.9795 1.6115
H -0.7313 3.7403 2.0753
C 5.5878 2.5042 -0.5509
C 4.1183 2.2655 -0.7991
O 3.7177 1.4284 -1.5890
N 3.2272 3.0284 -0.1022
C 3.5008 4.0705 0.8713
H 6.1603 1.8261 -1.1754
H 5.8586 3.5287 -0.8081
H 5.8378 2.3132 0.4937
H 2.2641 2.8148 -0.3191
H 3.0480 3.8092 1.8315
H 3.0690 5.0135 0.5316
H 4.5671 4.2045 1.0141
C 1.3056 -4.0794 2.2676
C -0.1876 -3.8853 2.1570
O -0.7002 -2.7673 2.2297
N -0.9332 -4.9953 1.9644
C -0.4519 -6.3670 1.8437
H 1.7768 -3.1109 2.4153
H 1.5484 -4.7167 3.1179
H 1.6964 -4.5265 1.3527
H -1.9230 -4.8194 1.8901
H -0.7326 -6.7600 0.8676
H -0.8913 -6.9949 2.6201
H 0.6266 -6.3965 1.9349
C 2.6244 -4.0991 -1.4008
C 1.9226 -5.3919 -1.7149
O 0.8685 -5.6007 -1.1304
N 2.4558 -6.2559 -2.6070
C 3.6900 -6.1197 -3.3613
H 1.9935 -3.6079 -0.6704
H 3.6179 -4.2568 -0.9792
H 2.7012 -3.4683 -2.2882
H 1.9024 -7.0880 -2.7424
H 3.4702 -6.1468 -4.4289
H 4.3569 -6.9487 -3.1229
H 4.1907 -5.1861 -3.1285
C -1.0664 2.7447 -6.1748
C -0.8629 1.2604 -5.9886
O 0.0175 0.8139 -5.2673
N -1.6974 0.4243 -6.6573
C -2.7892 0.7664 -7.5525
H -0.3276 3.2746 -5.5817
H -0.9371 3.0211 -7.2215
H -2.0618 3.0408 -5.8410
H -1.5058 -0.5513 -6.4910
H -3.7224 0.3539 -7.1664
H -2.6025 0.3376 -8.5378
H -2.8936 1.8410 -7.6510
*
```

E_tot in eV: -62782.9595
Relative energy (zero: lowest compared OMol25 entry of this formula, charge and spin) in eV: 0.525
Strongest force on any atom in Eh/bohr: 0.037
Orbital gap in Ha: 0.295
Highest occupied orbital energy in eV: -10.63

# 2
C16H25CrN6S8Sb as an isolated structure, computed with the ωB97M-V functional and the def2-TZVPD basis.

The geometry in ORCA input format:
```
! wB97M-V def2-TZVPD RIJCOSX def2/J DEFGRID3
* xyz -2 5
Cr -2.3426 1.6524 0.2626
S 0.3368 2.0966 7.1438
C -0.2470 2.0325 5.5825
S -1.7846 2.6264 5.1089
C -1.7367 2.1882 3.4144
C -0.6010 1.5732 3.0125
S -0.2365 1.0334 1.3983
S 0.5942 1.3196 4.2684
S -3.1287 2.5426 2.4229
S -4.2964 2.5905 -0.8095
C -3.8871 2.4869 -2.4946
C -4.8666 2.9860 -3.4187
N -5.6587 3.4033 -4.1446
C -2.7172 1.9831 -2.9732
S -1.4461 1.3478 -1.9656
C -2.4718 1.9523 -4.3853
N -2.2532 1.8981 -5.5165
C 0.9015 0.2408 -4.7012
C 1.8605 -0.6699 -3.9370
Sb 1.3933 -0.7182 -1.8199
C 2.0970 1.2842 -1.4177
C 3.5320 1.5972 -1.8189
C 3.2540 -1.7184 -1.1990
C 4.3571 -1.8803 -2.2401
H 1.1215 0.2501 -5.7724
H 0.9550 1.2707 -4.3440
H -0.1368 -0.0665 -4.5773
H 2.8958 -0.3497 -4.0695
H 1.7933 -1.6969 -4.3063
H 1.9383 1.4498 -0.3507
H 1.3885 1.9365 -1.9306
H 4.2504 0.9794 -1.2747
H 3.7776 2.6417 -1.6043
H 3.7012 1.4390 -2.8870
H 2.9598 -2.7023 -0.8218
H 3.6216 -1.1498 -0.3385
H 4.0086 -2.4545 -3.1012
H 5.2300 -2.4006 -1.8309
H 4.6979 -0.9156 -2.6177
S -3.0545 -1.2774 0.4682
C -2.8787 -1.4299 2.1204
N -2.1725 -2.4170 2.7571
C -1.9197 -2.0378 4.1471
C -2.8609 -0.8366 4.3729
N -3.3776 -0.5955 3.0385
H -1.3721 -2.7480 2.2333
H -0.8726 -1.7546 4.2828
H -2.1481 -2.8640 4.8221
H -2.3200 0.0348 4.7414
H -3.6643 -1.0622 5.0779
H -3.8091 0.2800 2.7582
N 1.7900 -2.6075 2.0822
N 0.5189 -2.5377 1.4268
H 2.5442 -2.3287 1.4638
H 1.9469 -3.5690 2.3526
H 0.5926 -2.7607 0.4378
H 0.2028 -1.5677 1.4712
*
```

E_tot in eV: -147583.4383
Relative energy (zero: lowest compared OMol25 entry of this formula, charge and spin) in eV: 0.133
Strongest force on any atom in Eh/bohr: 0.006
Orbital gap (spin up / spin down) in Ha: 0.209 / 0.227
Highest occupied orbital energy (spin up / spin down) in eV: -1.62 / -2.08

# 3
One molecule with the formula C4H10N2O, computed with the ωB97M-V functional and the def2-TZVPD basis.

The geometry in ORCA input format:
```
! wB97M-V def2-TZVPD RIJCOSX def2/J DEFGRID3
* xyz 0 1
C -2.6767 0.0087 -0.8019
N -1.2382 0.0681 -1.0388
C -0.4227 0.0978 0.1194
O -0.7754 1.3450 -0.3653
N 0.9243 -0.3089 0.0439
C 1.8679 0.6234 -0.5521
C 1.4011 -0.9241 1.2619
H -2.9475 0.4397 0.1701
H -3.1290 0.6014 -1.5972
H -3.0623 -1.0152 -0.8790
H -0.9107 -0.2153 1.0468
H 2.1823 1.4148 0.1503
H 1.4284 1.1025 -1.4277
H 2.7613 0.0710 -0.8632
H 0.7275 -1.7376 1.5491
H 2.3881 -1.3561 1.0789
H 1.4816 -0.2152 2.1047
*
```

E_tot in eV: -9334.9601
Relative energy (zero: lowest compared OMol25 entry of this formula, charge and spin) in eV: 4.027
SMILES: CN(C)[C@H]1ON1C
Strongest force on any atom in Eh/bohr: 0.010
Orbital gap in Ha: 0.359
Highest occupied orbital energy in eV: -8.73

# 4
One molecule with the formula C4H6N2, computed with the ωB97M-V functional and the def2-TZVPD basis.

The geometry in ORCA input format:
```
! wB97M-V def2-TZVPD RIJCOSX def2/J DEFGRID3
* xyz 0 1
C -1.3740 -0.1593 -0.3999
C 0.1014 -0.0139 -0.0279
C 0.8165 -1.1958 0.4751
C 1.3968 -0.5966 -0.5157
N 1.4506 1.9301 0.4216
N 0.3818 1.3761 0.5333
H -1.8887 0.8094 -0.4201
H -1.5717 -0.6724 -1.3459
H -1.8505 -0.7504 0.3945
H 0.7153 -2.0697 1.0967
H 2.2794 -0.5157 -1.1351
H -0.4569 1.8583 0.9235
*
```

E_tot in eV: -7220.3192
Relative energy (zero: lowest compared OMol25 entry of this formula, charge and spin) in eV: 5.272
Strongest force on any atom in Eh/bohr: 0.013
Orbital gap in Ha: 0.325
Highest occupied orbital energy in eV: -7.85

# 5
C17H24Br15ClN4O3P as an isolated structure in a non-equilibrium geometry, computed with the ωB97M-V functional and the def2-TZVPD basis.

The geometry in ORCA input format:
```
! wB97M-V def2-TZVPD RIJCOSX def2/J DEFGRID3
* xyz 1 1
C 1.9691 -1.4647 -0.7071
C 1.4285 -0.0355 -1.1257
N 0.0666 -0.0529 -1.7326
C -0.9632 0.3318 -0.7913
C -0.9890 -0.2862 0.5287
C -2.0181 0.1572 1.4705
C -2.0549 -0.4451 2.9200
O -2.4668 -1.5302 3.1278
O -1.5416 0.3910 3.9292
P -0.1232 1.1955 3.4289
O 0.6355 1.6486 4.8581
Cl -0.5785 3.0480 2.5087
C -2.9995 1.1628 1.0670
N -3.9949 1.5379 2.0309
C -5.1959 0.6460 1.8083
C -5.3493 -0.4891 2.8854
C -2.8817 1.7047 -0.2708
C -3.9083 2.8168 -0.6848
C -3.2185 4.1908 -0.2642
N -3.7029 4.9395 0.6350
N -1.8888 1.2852 -1.1298
H 2.0049 -1.4654 0.4149
H 1.2547 -2.2991 -0.9639
H 2.9999 -1.6819 -1.0648
H 1.5127 0.6356 -0.2317
H 2.1251 0.3715 -1.9063
H -0.1234 -1.0406 -1.9358
H -0.2839 -1.0708 0.8766
H 1.3329 2.2751 4.5637
H -4.2381 2.5239 1.9561
H -6.1046 1.2837 1.6815
H -5.0340 0.1315 0.8186
H -4.8796 -0.2068 3.8658
H -6.4496 -0.6874 3.0149
H -4.9114 -1.4656 2.5488
H -4.0451 2.8130 -1.7955
H -4.8725 2.6798 -0.1306
H -2.2528 4.4211 -0.7891
H -4.5740 4.5489 1.0164
H -1.8380 1.7329 -2.0614
C 3.8625 -1.2830 3.8167
Br 5.2702 -1.2763 2.4918
Br 4.1212 0.0933 5.1519
Br 2.1070 -1.1763 2.9977
H 3.9135 -2.2363 4.3316
C -3.2750 4.0192 -4.5093
Br -3.5986 3.8593 -6.4041
Br -1.6512 3.0953 -3.9807
Br -3.2660 5.8610 -3.9285
H -4.0996 3.5290 -4.0024
C 4.3126 -3.9131 -3.4065
Br 5.2218 -2.3095 -2.8196
Br 4.3356 -5.2862 -2.0499
Br 2.5156 -3.5366 -4.0192
H 4.8644 -4.2978 -4.2585
C 4.6135 2.7696 1.3046
Br 3.2060 2.1503 2.4836
Br 4.6731 4.6984 1.2077
Br 6.3281 2.0190 1.7823
H 4.3735 2.4086 0.3102
C 6.1272 -8.7325 -4.2710
Br 7.0421 -7.1336 -3.6821
Br 6.1507 -10.1107 -2.9168
Br 4.3298 -8.3468 -4.8741
H 6.6742 -9.1158 -5.1255
*
```

E_tot in eV: -1102561.0791
Strongest force on any atom in Eh/bohr: 0.060
Orbital gap in Ha: 0.278
Highest occupied orbital energy in eV: -11.69

# 6
A 10-piece molecular cluster, C2H24O10 overall in a non-equilibrium geometry, computed with the ωB97M-V functional and the def2-TZVPD basis.

The geometry in ORCA input format:
```
! wB97M-V def2-TZVPD RIJCOSX def2/J DEFGRID3
* xyz 0 1
C 1.3865 0.8607 2.1723
O 1.4768 0.2815 3.4534
C 0.3941 0.0446 1.3035
H 0.9753 1.8156 2.5239
H 2.4200 0.9094 1.7097
H 1.5274 -0.6713 3.3929
H 0.8033 -0.1430 0.3267
H 0.3441 -0.9636 1.7784
H -0.6534 0.3984 1.2619
H 0.5356 -2.7738 -0.2415
H 0.0672 -3.7842 0.8338
O 0.1968 -3.6778 -0.1124
H 0.4047 2.8949 -3.2711
H 0.1389 1.4393 -3.3036
O 0.7337 2.0914 -3.6805
H -2.4536 1.7156 -1.3674
H -2.9221 0.4143 -0.8167
O -2.4411 0.7898 -1.5592
H 3.6796 -0.6757 0.4024
H 4.0826 -2.1531 0.0438
O 4.0783 -1.4815 0.7258
H -0.2424 -1.4784 -2.9298
H -1.1982 -0.4304 -2.0133
O -0.3459 -0.7361 -2.3212
H -1.0332 -2.1272 2.8741
H -2.1872 -2.2971 2.0039
O -1.9253 -2.5265 2.9100
H 2.1099 1.7628 -2.4367
H 2.4532 3.0566 -1.6706
O 2.7890 2.1681 -1.8655
H -2.7944 -1.8279 -0.4017
H -3.4449 -1.4694 0.9503
O -3.4640 -1.2674 0.0156
H -1.7293 2.7731 -0.7994
H -1.7211 3.9910 0.0246
O -2.0412 3.0774 0.0833
*
```

E_tot in eV: -22937.1369
Relative energy (zero: lowest compared OMol25 entry of this formula, charge and spin) in eV: 2.427
SMILES: CCO.O.O.O.O.O.O.O.O.O
Strongest force on any atom in Eh/bohr: 0.041
Orbital gap in Ha: 0.371
Highest occupied orbital energy in eV: -10.44

Please write out number 3 again, unchanged.
One molecule with the formula C4H10N2O, computed with the ωB97M-V functional and the def2-TZVPD basis.

The geometry in ORCA input format:
```
! wB97M-V def2-TZVPD RIJCOSX def2/J DEFGRID3
* xyz 0 1
C -2.6767 0.0087 -0.8019
N -1.2382 0.0681 -1.0388
C -0.4227 0.0978 0.1194
O -0.7754 1.3450 -0.3653
N 0.9243 -0.3089 0.0439
C 1.8679 0.6234 -0.5521
C 1.4011 -0.9241 1.2619
H -2.9475 0.4397 0.1701
H -3.1290 0.6014 -1.5972
H -3.0623 -1.0152 -0.8790
H -0.9107 -0.2153 1.0468
H 2.1823 1.4148 0.1503
H 1.4284 1.1025 -1.4277
H 2.7613 0.0710 -0.8632
H 0.7275 -1.7376 1.5491
H 2.3881 -1.3561 1.0789
H 1.4816 -0.2152 2.1047
*
```

E_tot in eV: -9334.9601
Relative energy (zero: lowest compared OMol25 entry of this formula, charge and spin) in eV: 4.027
SMILES: CN(C)[C@H]1ON1C
Strongest force on any atom in Eh/bohr: 0.010
Orbital gap in Ha: 0.359
Highest occupied orbital energy in eV: -8.73

What is the formula in the first record?
C25H56BFN6O7P

What did the fifth record say?
C17H24Br15ClN4O3P as an isolated structure in a non-equilibrium geometry, computed with the ωB97M-V functional and the def2-TZVPD basis.

The geometry in ORCA input format:
```
! wB97M-V def2-TZVPD RIJCOSX def2/J DEFGRID3
* xyz 1 1
C 1.9691 -1.4647 -0.7071
C 1.4285 -0.0355 -1.1257
N 0.0666 -0.0529 -1.7326
C -0.9632 0.3318 -0.7913
C -0.9890 -0.2862 0.5287
C -2.0181 0.1572 1.4705
C -2.0549 -0.4451 2.9200
O -2.4668 -1.5302 3.1278
O -1.5416 0.3910 3.9292
P -0.1232 1.1955 3.4289
O 0.6355 1.6486 4.8581
Cl -0.5785 3.0480 2.5087
C -2.9995 1.1628 1.0670
N -3.9949 1.5379 2.0309
C -5.1959 0.6460 1.8083
C -5.3493 -0.4891 2.8854
C -2.8817 1.7047 -0.2708
C -3.9083 2.8168 -0.6848
C -3.2185 4.1908 -0.2642
N -3.7029 4.9395 0.6350
N -1.8888 1.2852 -1.1298
H 2.0049 -1.4654 0.4149
H 1.2547 -2.2991 -0.9639
H 2.9999 -1.6819 -1.0648
H 1.5127 0.6356 -0.2317
H 2.1251 0.3715 -1.9063
H -0.1234 -1.0406 -1.9358
H -0.2839 -1.0708 0.8766
H 1.3329 2.2751 4.5637
H -4.2381 2.5239 1.9561
H -6.1046 1.2837 1.6815
H -5.0340 0.1315 0.8186
H -4.8796 -0.2068 3.8658
H -6.4496 -0.6874 3.0149
H -4.9114 -1.4656 2.5488
H -4.0451 2.8130 -1.7955
H -4.8725 2.6798 -0.1306
H -2.2528 4.4211 -0.7891
H -4.5740 4.5489 1.0164
H -1.8380 1.7329 -2.0614
C 3.8625 -1.2830 3.8167
Br 5.2702 -1.2763 2.4918
Br 4.1212 0.0933 5.1519
Br 2.1070 -1.1763 2.9977
H 3.9135 -2.2363 4.3316
C -3.2750 4.0192 -4.5093
Br -3.5986 3.8593 -6.4041
Br -1.6512 3.0953 -3.9807
Br -3.2660 5.8610 -3.9285
H -4.0996 3.5290 -4.0024
C 4.3126 -3.9131 -3.4065
Br 5.2218 -2.3095 -2.8196
Br 4.3356 -5.2862 -2.0499
Br 2.5156 -3.5366 -4.0192
H 4.8644 -4.2978 -4.2585
C 4.6135 2.7696 1.3046
Br 3.2060 2.1503 2.4836
Br 4.6731 4.6984 1.2077
Br 6.3281 2.0190 1.7823
H 4.3735 2.4086 0.3102
C 6.1272 -8.7325 -4.2710
Br 7.0421 -7.1336 -3.6821
Br 6.1507 -10.1107 -2.9168
Br 4.3298 -8.3468 -4.8741
H 6.6742 -9.1158 -5.1255
*
```

E_tot in eV: -1102561.0791
Strongest force on any atom in Eh/bohr: 0.060
Orbital gap in Ha: 0.278
Highest occupied orbital energy in eV: -11.69